(1)
Computed, not measured: C4H5NOS in the gas phase, with ωB97M-V with the def2-TZVPD basis set.

## Properties
Energy relative to the best compared isomer or geometry (same formula, charge and spin)   55.6 kcal/mol
E   -683.51930 a.u.
HOMO energy   -0.3033 hartree
Gap between HOMO and LUMO   8.765 eV

Structure (XYZ):
```
12
Properties=species:S:1:pos:R:3:forces:R:3
O -0.701870 2.231924 -0.105719 0.561 -0.761 -0.597
N -0.238416 0.927789 -0.112329 -1.838 -0.028 0.175
C 1.090646 0.613566 -0.141355 1.794 -0.394 0.322
C 1.267201 -0.712978 -0.043566 -0.722 0.318 -0.483
C -0.102096 -1.354206 -0.010923 -0.725 0.328 0.243
C -1.066944 -0.167098 -0.028143 1.292 0.317 -0.805
S -2.672883 -0.165868 -0.102315 -0.911 0.028 0.289
H -0.837261 2.400405 0.823275 -0.347 0.404 0.673
H 1.822891 1.422732 -0.198821 -0.328 -0.399 -0.052
H 2.186997 -1.244674 -0.129891 0.395 -0.106 0.123
H -0.366584 -1.925050 0.885638 0.420 0.007 0.082
H -0.381678 -2.026544 -0.835847 0.407 0.287 0.029
```
Forces are in eV/Å.

Results of the Löwdin charge analysis, in e, for atoms 1 through 5: O 0.0396; N -0.1931; C -0.0722; C -0.0631; C -0.1598

***

(2)
Computed, not measured: 2 unconnected molecules or ions with the total composition C3H10NO, with ωB97M-V with the def2-TZVPD basis set.

## Properties
Energy relative to the best compared isomer or geometry (same formula, charge and spin)   35.0 kcal/mol
E   -249.99810 a.u.
HOMO energy   -0.4852 hartree
Gap between HOMO and LUMO   9.661 eV
Net charge   +1

Structure (XYZ):
```
15
Properties=species:S:1:pos:R:3:forces:R:3
C 0.790542 1.071977 -2.101147 2.040 -0.224 -0.253
N 1.358271 1.040950 -0.676424 -3.080 1.134 0.424
H -0.157339 1.599057 -2.200967 0.011 -0.253 0.690
H 0.759585 0.059159 -2.494616 -0.063 0.156 -0.008
H 1.551139 1.665958 -2.595955 -0.186 -0.123 -0.732
H 0.954378 1.920189 -0.335866 0.483 -0.037 0.548
H 0.854897 0.334967 -0.090317 0.388 -0.291 0.128
H 2.345335 1.092913 -0.454573 0.348 -0.371 -0.749
C -1.969524 -1.782537 1.621276 0.411 -0.393 0.783
C -1.226018 -0.697115 1.470742 -1.019 -0.111 0.390
O 0.090619 -0.717437 1.055527 1.232 0.307 -0.115
H -1.481967 -2.740996 1.765605 0.141 -0.152 -0.815
H -3.030078 -1.849945 1.837419 0.165 0.746 0.131
H -1.542386 0.321013 1.693057 -0.255 -0.200 -0.547
H 0.702547 -1.318154 1.506240 -0.617 -0.188 0.125
```
Forces are in eV/Å.

Results of the Löwdin charge analysis, in e, for atoms 1 through 5: C 0.0134; N 0.1388; H 0.1067; H 0.1016; H 0.0963

***

(3)
Computed, not measured: a gas-phase ion, C4H9N2 (charge +1), with ωB97M-V with the def2-TZVPD basis set.

## Properties
Energy relative to the best compared isomer or geometry (same formula, charge and spin)   89.2 kcal/mol
E   -266.78510 a.u.
HOMO energy (alpha / beta)   -0.3113 / -0.5670 hartree
Gap between HOMO and LUMO (alpha / beta)   5.078 / 7.126 eV
Net charge   +1
2S+1   3

Structure (XYZ):
```
15
Properties=species:S:1:pos:R:3:forces:R:3
C -0.026399 -0.664359 -1.596809 -0.986 0.777 0.115
C 0.053943 -1.442234 -2.708460 1.220 0.759 -3.505
C -0.537296 0.948122 0.336090 -3.766 -1.798 -6.947
C 0.724947 0.574051 2.295390 0.624 -1.394 1.795
N -0.176330 -0.058531 -0.610113 1.553 0.397 5.911
N -0.612030 0.758666 1.686627 -0.012 -4.208 4.316
H 0.805131 -2.217017 -2.648203 0.162 -0.607 -0.219
H 0.378092 -0.645851 -3.491170 -0.368 -1.824 0.156
H -0.932382 -1.802442 -2.981152 -0.047 -0.185 -0.093
H -1.560563 0.915112 -0.161277 0.038 2.016 1.617
H 0.094950 1.752251 0.205687 1.195 2.387 -0.528
H -1.558665 0.319964 2.174084 2.700 1.538 -1.273
H 0.751899 -0.077093 3.241561 -0.794 1.069 -1.298
H 1.521863 0.074966 1.635096 -1.592 1.079 0.180
H 1.072840 1.564395 2.622649 0.075 -0.005 -0.226
```
Forces are in eV/Å.

Results of the Löwdin charge analysis, in e, for atoms 1 through 5: C -0.1428; C -0.0717; C -0.2586; C -0.0228; N 0.0872

***

Repeat the second record exactly.
Computed, not measured: 2 unconnected molecules or ions with the total composition C3H10NO, with ωB97M-V with the def2-TZVPD basis set.

## Properties
Energy relative to the best compared isomer or geometry (same formula, charge and spin)   35.0 kcal/mol
E   -249.99810 a.u.
HOMO energy   -0.4852 hartree
Gap between HOMO and LUMO   9.661 eV
Net charge   +1

Structure (XYZ):
```
15
Properties=species:S:1:pos:R:3:forces:R:3
C 0.790542 1.071977 -2.101147 2.040 -0.224 -0.253
N 1.358271 1.040950 -0.676424 -3.080 1.134 0.424
H -0.157339 1.599057 -2.200967 0.011 -0.253 0.690
H 0.759585 0.059159 -2.494616 -0.063 0.156 -0.008
H 1.551139 1.665958 -2.595955 -0.186 -0.123 -0.732
H 0.954378 1.920189 -0.335866 0.483 -0.037 0.548
H 0.854897 0.334967 -0.090317 0.388 -0.291 0.128
H 2.345335 1.092913 -0.454573 0.348 -0.371 -0.749
C -1.969524 -1.782537 1.621276 0.411 -0.393 0.783
C -1.226018 -0.697115 1.470742 -1.019 -0.111 0.390
O 0.090619 -0.717437 1.055527 1.232 0.307 -0.115
H -1.481967 -2.740996 1.765605 0.141 -0.152 -0.815
H -3.030078 -1.849945 1.837419 0.165 0.746 0.131
H -1.542386 0.321013 1.693057 -0.255 -0.200 -0.547
H 0.702547 -1.318154 1.506240 -0.617 -0.188 0.125
```
Forces are in eV/Å.

Results of the Löwdin charge analysis, in e, for atoms 1 through 5: C 0.0134; N 0.1388; H 0.1067; H 0.1016; H 0.0963